This record from OMol25 describes a structure of composition C42H44AuN6P2SbSe2 in a non-equilibrium geometry. The level of theory is ωB97M-V/def2-TZVPD.

Values from the calculation:
<S²>: 2.01
ΔE to the lowest compared entry with this formula, charge and spin, kcal/mol: 18.3
Orbital gap (spin up / spin down), eV: 6.56 / 3.15
2S+1: 3
E, eV: -212691.482
Maximum force, eV/A: 2.66
Total charge: +2
LUMO energy (spin up / spin down), Ha: -0.19466 / -0.32033

Cartesian coordinates (Å):
Au -12.065 -1.164 -21.058
N -14.502 0.783 -23.197
C -13.135 1.050 -23.316
C -12.879 2.052 -24.251
C -11.588 2.485 -24.515
C -10.532 1.714 -23.899
C -10.869 0.676 -23.030
N -12.147 0.365 -22.684
C -15.131 -0.053 -22.297
C -16.538 -0.117 -22.442
C -17.247 -1.095 -21.743
C -16.529 -1.973 -20.867
C -15.185 -1.750 -20.653
N -14.467 -0.827 -21.367
H -15.123 1.178 -23.898
H -13.761 2.567 -24.662
H -11.356 3.255 -25.237
H -9.462 1.874 -24.057
H -10.100 -0.040 -22.649
H -17.029 0.557 -23.116
H -18.245 -1.327 -22.032
H -17.070 -2.679 -20.246
H -14.659 -2.275 -19.830
Se -10.203 -7.239 -17.873
P -11.911 -6.000 -17.770
C -12.360 -5.611 -16.050
C -11.302 -5.290 -15.202
C -11.619 -4.803 -13.925
C -12.946 -4.671 -13.509
C -13.959 -4.914 -14.421
C -13.701 -5.378 -15.698
C -13.492 -6.760 -18.260
C -13.960 -7.869 -17.504
C -15.151 -8.462 -17.916
C -15.838 -8.069 -19.063
C -15.312 -7.041 -19.822
C -14.198 -6.327 -19.389
C -11.806 -4.377 -18.469
C -11.629 -3.893 -19.740
N -11.789 -2.489 -19.549
N -12.048 -2.216 -18.272
N -11.984 -3.327 -17.557
P -10.857 -4.509 -21.258
Se -11.552 -3.142 -22.842
C -9.064 -4.418 -21.348
C -8.356 -4.854 -22.501
C -6.964 -4.740 -22.525
C -6.290 -4.350 -21.376
C -6.999 -3.953 -20.224
C -8.391 -3.846 -20.275
C -11.342 -6.171 -21.827
C -10.379 -7.178 -22.118
C -10.728 -8.270 -22.947
C -12.056 -8.585 -23.211
C -13.016 -7.636 -22.797
C -12.654 -6.423 -22.214
H -10.260 -5.264 -15.548
H -10.835 -4.613 -13.182
H -13.267 -4.376 -12.487
H -14.942 -4.674 -14.122
H -14.533 -5.492 -16.397
H -13.537 -8.159 -16.564
H -15.519 -9.258 -17.320
H -16.743 -8.548 -19.335
H -15.785 -6.851 -20.782
H -13.837 -5.482 -19.955
H -8.903 -5.297 -23.286
H -6.415 -5.101 -23.353
H -5.200 -4.302 -21.372
H -6.440 -3.716 -19.331
H -8.989 -3.508 -19.399
H -9.316 -7.001 -21.846
H -9.978 -8.923 -23.334
H -12.326 -9.480 -23.713
H -14.034 -7.798 -23.044
H -13.351 -5.651 -22.055
C -12.533 4.269 -19.326
C -12.961 3.146 -20.248
Sb -12.243 1.112 -19.525
C -10.476 1.581 -18.320
C -9.354 2.181 -19.139
C -13.741 0.759 -17.927
C -13.493 1.672 -16.721
H -13.103 5.147 -19.650
H -11.423 4.470 -19.380
H -12.865 4.004 -18.303
H -12.475 3.128 -21.252
H -14.039 2.990 -20.253
H -10.209 0.632 -17.832
H -10.717 2.293 -17.483
H -9.381 3.280 -19.175
H -9.302 1.829 -20.199
H -8.429 1.921 -18.624
H -13.743 -0.339 -17.724
H -14.658 1.065 -18.496
H -12.442 1.643 -16.423
H -14.089 1.300 -15.867
H -13.797 2.685 -16.986



This record from OMol25 describes a structure of composition C42H45BN2O2PS2Zn in a non-equilibrium geometry. The level of theory is ωB97M-V/def2-TZVPD.

Values from the calculation:
Orbital gap, eV: 5.78
E, eV: -131410.459
Maximum force, eV/A: 2.64
Total charge: +1
LUMO energy, Ha: -0.15691

Cartesian coordinates (Å):
Zn -0.593 1.183 -0.186
S -1.228 -0.937 -1.167
C 0.256 -1.784 -0.869
N 0.260 -3.101 -0.552
C 1.503 -3.715 -0.001
C 2.741 -3.229 -0.777
N 2.742 -1.763 -0.903
C 4.054 -1.133 -1.015
C 4.744 -1.413 -2.358
C 4.175 -0.977 -3.567
C 4.768 -1.431 -4.759
C 5.957 -2.143 -4.739
C 6.540 -2.514 -3.519
C 5.939 -2.144 -2.338
C 1.566 -1.057 -0.940
S 1.608 0.659 -0.983
C -0.937 -3.996 -0.628
C -0.847 -4.963 -1.821
C -0.991 -4.558 -3.175
C -0.749 -5.543 -4.142
C -0.513 -6.881 -3.807
C -0.506 -7.298 -2.463
C -0.739 -6.331 -1.482
H 1.445 -4.787 -0.100
H 1.636 -3.416 1.068
H 2.760 -3.747 -1.759
H 3.629 -3.529 -0.225
H 4.736 -1.503 -0.242
H 3.889 -0.051 -0.893
H 3.263 -0.372 -3.592
H 4.233 -1.166 -5.687
H 6.403 -2.413 -5.696
H 7.472 -3.082 -3.539
H 6.350 -2.400 -1.336
H -1.865 -3.400 -0.686
H -0.878 -4.640 0.255
H -1.127 -3.485 -3.411
H -0.699 -5.271 -5.200
H -0.304 -7.573 -4.638
H -0.313 -8.338 -2.213
H -0.806 -6.603 -0.411
C -4.575 4.584 -0.973
C -3.037 4.613 -0.892
C -2.602 5.729 0.045
O -2.636 3.330 -0.149
B -1.545 2.876 -0.795
O -1.125 3.558 -1.882
C -2.255 4.529 -2.207
C -1.576 5.824 -2.683
C -2.944 3.924 -3.417
H -4.914 4.666 0.067
H -4.924 3.639 -1.396
H -4.963 5.458 -1.510
H -3.118 5.613 1.021
H -2.924 6.691 -0.382
H -1.506 5.724 0.125
H -0.892 6.205 -1.908
H -2.328 6.586 -2.974
H -0.989 5.587 -3.576
H -3.348 2.927 -3.212
H -2.207 3.860 -4.230
H -3.758 4.590 -3.760
C 3.624 0.914 3.953
C 3.187 1.932 3.069
C 1.965 1.825 2.429
C 1.087 0.794 2.781
C 1.504 -0.246 3.611
C 2.755 -0.151 4.210
P -0.600 0.842 2.099
C -1.470 2.298 2.782
C -0.821 3.525 2.861
C -1.383 4.531 3.632
C -2.635 4.391 4.234
C -3.356 3.222 3.989
C -2.805 2.172 3.234
C -1.518 -0.474 2.921
C -2.091 -1.477 2.147
C -2.716 -2.574 2.782
C -2.834 -2.611 4.169
C -2.236 -1.562 4.935
C -1.619 -0.477 4.323
H 4.619 0.961 4.428
H 3.868 2.769 2.869
H 1.657 2.531 1.657
H 0.852 -1.109 3.793
H 3.094 -0.912 4.917
H 0.165 3.719 2.454
H -0.834 5.464 3.778
H -3.044 5.205 4.847
H -4.344 3.056 4.433
H -3.350 1.243 3.056
H -2.051 -1.480 1.059
H -3.134 -3.356 2.192
H -3.402 -3.404 4.661
H -2.342 -1.592 6.016
H -1.200 0.364 4.865



This record from OMol25 describes a cluster of 6 separate species, C42H45FN8O10 in total in a non-equilibrium geometry. The level of theory is ωB97M-V/def2-TZVPD.

Values from the calculation:
Structure (SMILES): CCCN[C@](C#N)(CC)[C@H](C#N)[C@H](F)CC.O=[N+]([O-])c1ccccc1.O=[N+]([O-])c1ccccc1.O=[N+]([O-])c1ccccc1.O=[N+]([O-])c1ccccc1.O=[N+]([O-])c1ccccc1
Orbital gap, eV: 8.55
E, eV: -79382.324
Maximum force, eV/A: 6.43
Total charge: 0
LUMO energy, Ha: -0.03196

Cartesian coordinates (Å):
C -0.084 -1.380 -2.005
C -1.466 -0.962 -1.394
C -2.207 -0.029 -2.402
N -1.695 1.345 -2.232
C -2.603 2.211 -1.490
C -3.254 1.494 -0.323
N -3.704 1.015 0.574
C -3.799 2.632 -2.426
C -5.140 2.891 -1.666
C -1.867 3.453 -0.868
C -2.631 4.733 -0.975
N -3.142 5.691 -1.200
C -0.442 3.693 -1.406
F -0.356 3.765 -2.782
C 0.588 2.709 -0.779
C 1.582 2.130 -1.801
H 0.038 -2.474 -1.954
H 0.027 -1.076 -3.057
H 0.757 -0.922 -1.462
H -1.221 -0.391 -0.486
H -1.994 -1.883 -1.147
H -1.887 -0.351 -3.405
H -3.305 -0.118 -2.399
H -1.582 1.757 -3.153
H -3.527 3.494 -3.053
H -4.036 1.826 -3.137
H -5.647 1.941 -1.456
H -5.791 3.419 -2.383
H -5.015 3.510 -0.773
H -1.750 3.257 0.207
H -0.139 4.684 -1.029
H 0.073 1.858 -0.309
H 1.134 3.204 0.038
H 1.108 1.467 -2.533
H 2.208 2.895 -2.280
H 2.278 1.486 -1.235
O -0.854 -4.113 -1.228
N 0.008 -4.974 -1.288
O 1.106 -4.886 -0.767
C -0.303 -6.195 -2.039
C -1.532 -6.306 -2.670
C -1.815 -7.452 -3.397
C -0.876 -8.471 -3.482
C 0.348 -8.351 -2.836
C 0.640 -7.208 -2.110
H -2.268 -5.516 -2.608
H -2.769 -7.548 -3.900
H -1.098 -9.363 -4.056
H 1.077 -9.149 -2.903
H 1.595 -7.118 -1.612
O -4.228 -4.425 -3.462
N -4.258 -3.495 -2.672
O -3.491 -2.551 -2.690
C -5.277 -3.519 -1.619
C -6.140 -4.597 -1.537
C -7.084 -4.631 -0.524
C -7.159 -3.589 0.390
C -6.293 -2.506 0.291
C -5.344 -2.469 -0.717
H -6.085 -5.411 -2.245
H -7.758 -5.473 -0.444
H -7.895 -3.620 1.185
H -6.355 -1.694 1.004
H -4.669 -1.625 -0.786
O 5.831 6.656 1.899
N 5.282 6.339 0.855
O 5.806 5.689 -0.026
C 3.895 6.777 0.651
C 3.278 7.552 1.620
C 1.977 7.982 1.413
C 1.306 7.634 0.248
C 1.933 6.849 -0.711
C 3.235 6.417 -0.512
H 3.795 7.826 2.529
H 1.485 8.593 2.159
H 0.291 7.975 0.086
H 1.407 6.577 -1.617
H 3.720 5.808 -1.263
O 12.394 5.374 5.147
N 11.487 5.670 5.903
O 11.595 5.751 7.113
C 10.170 5.946 5.314
C 10.000 5.830 3.944
C 8.749 6.069 3.394
C 7.687 6.424 4.213
C 7.872 6.547 5.585
C 9.119 6.307 6.142
H 10.824 5.553 3.302
H 8.601 5.975 2.326
H 6.712 6.604 3.781
H 7.043 6.827 6.221
H 9.258 6.402 7.210
O -3.845 -5.740 0.161
N -3.945 -6.529 1.082
O -4.995 -6.994 1.487
C -2.706 -6.944 1.752
C -1.503 -6.399 1.337
C -0.333 -6.770 1.980
C -0.376 -7.682 3.027
C -1.589 -8.229 3.429
C -2.763 -7.859 2.790
H -1.467 -5.688 0.524
H 0.613 -6.345 1.668
H 0.538 -7.967 3.533
H -1.619 -8.941 4.243
H -3.704 -8.285 3.108



This record from OMol25 describes a structure of composition C42H46BCuF5OPSbSi in a non-equilibrium geometry. The level of theory is ωB97M-V/def2-TZVPD.

Values from the calculation:
<S²>: 0.78
ΔE to the lowest compared entry with this formula, charge and spin, kcal/mol: 29.8
Orbital gap (spin up / spin down), eV: 5.33 / 4.93
2S+1: 2
E, eV: -128958.046
Maximum force, eV/A: 1.89
Total charge: -2
LUMO energy (spin up / spin down), Ha: 0.15780 / 0.14372

Cartesian coordinates (Å):
Cu 0.000 -1.119 2.082
C 3.333 -0.391 -1.597
C 3.747 0.454 -0.399
P 2.594 0.110 1.027
C 3.169 -1.585 1.523
C 4.651 -1.827 1.786
C 3.339 1.117 2.427
C 4.692 1.793 2.235
H 3.854 -0.063 -2.497
H 2.262 -0.303 -1.764
H 3.558 -1.442 -1.434
H 3.625 1.513 -0.642
H 4.792 0.278 -0.133
H 2.807 -2.245 0.730
H 2.571 -1.823 2.411
H 5.244 -1.636 0.893
H 4.803 -2.869 2.074
H 5.018 -1.195 2.595
H 3.366 0.443 3.289
H 2.588 1.883 2.648
H 5.479 1.071 2.019
H 4.963 2.329 3.148
H 4.649 2.515 1.420
F 0.820 8.256 1.553
C 0.564 6.911 1.465
C -0.190 6.442 0.406
C -0.428 5.080 0.323
C 0.072 4.194 1.264
C 0.807 4.712 2.319
C 1.065 6.068 2.434
Sb -0.303 1.986 1.207
C -2.383 2.615 1.144
C -3.076 2.945 -0.010
C -4.393 3.375 0.048
C -5.010 3.462 1.281
F -6.308 3.899 1.342
C -4.353 3.125 2.449
C -3.039 2.701 2.364
C 0.096 2.092 -0.933
C -0.561 1.338 -1.893
C -0.229 1.451 -3.235
C 0.773 2.332 -3.596
F 1.075 2.499 -4.919
C 1.479 3.062 -2.660
C 1.139 2.918 -1.329
H -0.578 7.133 -0.331
H -1.007 4.702 -0.506
H 1.189 4.034 3.069
H 1.643 6.469 3.256
H -2.593 2.857 -0.975
H -4.945 3.634 -0.844
H -4.880 3.176 3.391
H -2.508 2.416 3.261
H -1.337 0.648 -1.593
H -0.734 0.871 -3.994
H 2.269 3.732 -2.973
H 1.685 3.476 -0.580
C -2.918 -2.948 1.585
Si -3.008 -1.052 1.864
C -4.397 -0.423 0.712
C -3.623 -0.888 3.676
O -1.676 -0.248 1.617
H -3.830 -3.474 1.869
H -2.100 -3.367 2.165
H -2.710 -3.178 0.545
H -5.359 -0.832 1.007
H -4.209 -0.717 -0.315
H -4.472 0.658 0.729
H -4.571 -1.393 3.849
H -3.739 0.150 3.973
H -2.881 -1.325 4.339
F 0.151 1.378 4.171
B 0.030 -0.001 4.197
F -0.208 -0.276 5.505
C 0.220 -2.120 0.352
C 0.143 -2.797 -0.665
C 0.043 -3.574 -1.833
C -1.250 -3.659 -2.446
C -1.661 -4.738 -3.259
C -2.927 -4.783 -3.800
C -3.845 -3.773 -3.553
C -3.475 -2.717 -2.728
C -2.215 -2.661 -2.183
C 1.216 -4.222 -2.317
C 1.379 -4.590 -3.670
C 2.528 -5.200 -4.114
C 3.583 -5.464 -3.248
C 3.473 -5.049 -1.923
C 2.327 -4.443 -1.469
H -0.995 -5.574 -3.429
H -3.214 -5.628 -4.418
H -4.842 -3.821 -3.973
H -4.187 -1.928 -2.514
H -1.938 -1.842 -1.533
H 0.598 -4.338 -4.375
H 2.617 -5.458 -5.165
H 4.473 -5.969 -3.602
H 4.300 -5.203 -1.237
H 2.240 -4.134 -0.436



This record from OMol25 describes a structure of composition C42H46N6O4PtTe in a non-equilibrium geometry. The level of theory is ωB97M-V/def2-TZVPD.

Values from the calculation:
<S²>: 8.78
ΔE to the lowest compared entry with this formula, charge and spin, kcal/mol: 1.6
Orbital gap (spin up / spin down), eV: 7.31 / 4.84
2S+1: 6
E, eV: -71939.325
Maximum force, eV/A: 1.14
Total charge: +3
LUMO energy (spin up / spin down), Ha: -0.30771 / -0.41617

Cartesian coordinates (Å):
Pt 0.431 -0.617 0.137
O -3.288 -6.142 2.586
N -2.413 -5.828 3.368
O -2.175 -6.352 4.425
C -1.644 -4.602 3.035
C -1.217 -3.864 4.071
C -0.559 -2.608 3.840
C -0.157 -1.750 4.882
C 0.404 -0.536 4.579
C 0.572 -0.184 3.236
N 0.231 -0.997 2.251
C -0.337 -2.195 2.533
C -0.738 -3.031 1.435
N -0.442 -2.588 0.185
C -0.802 -3.300 -0.870
C -1.467 -4.518 -0.736
C -1.776 -4.986 0.516
C -1.415 -4.230 1.656
H -1.397 -4.208 5.082
H -0.307 -2.051 5.912
H 0.711 0.153 5.352
H 0.988 0.777 2.959
H -0.532 -2.907 -1.843
H -1.732 -5.082 -1.619
H -2.303 -5.920 0.633
C -3.712 -0.974 -6.252
C -2.964 -0.199 -5.203
C -3.460 0.995 -4.701
C -2.770 1.759 -3.760
C -3.351 3.076 -3.308
C -1.562 1.224 -3.314
Te -0.376 2.474 -1.958
N -0.765 0.894 -0.419
C -1.957 1.489 0.036
O -2.225 2.537 -0.586
C -2.806 1.011 1.100
C -3.666 1.935 1.721
C -4.504 1.517 2.733
C -4.511 0.179 3.120
C -3.692 -0.751 2.484
C -2.842 -0.338 1.479
C 0.648 3.578 -0.338
C 0.116 4.808 0.024
C -1.150 5.416 -0.526
C 0.833 5.526 0.986
C 2.030 5.075 1.517
C 2.805 5.898 2.508
C 2.531 3.844 1.080
C 1.869 3.081 0.138
C 2.462 1.776 -0.312
C -0.980 0.058 -3.821
C 0.404 -0.420 -3.480
C -1.724 -0.649 -4.750
H -4.664 -0.508 -6.494
H -3.903 -1.995 -5.919
H -3.122 -1.039 -7.168
H -4.411 1.368 -5.065
H -4.204 3.343 -3.926
H -2.628 3.891 -3.395
H -3.688 3.031 -2.273
H -3.651 2.971 1.410
H -5.162 2.224 3.219
H -5.175 -0.144 3.912
H -3.749 -1.796 2.759
H -2.265 -1.061 0.930
H -1.503 4.945 -1.443
H -0.992 6.471 -0.743
H -1.957 5.349 0.207
H 0.440 6.486 1.304
H 2.266 6.800 2.789
H 3.764 6.196 2.082
H 3.016 5.326 3.412
H 3.481 3.491 1.469
H 3.473 1.621 0.056
H 2.463 1.652 -1.397
H 1.832 0.961 0.107
H 0.513 -0.656 -2.410
H 1.170 0.321 -3.725
H 0.640 -1.325 -4.037
H -1.310 -1.562 -5.167
C 4.957 -1.702 -1.997
N 3.817 -2.130 -1.179
C 2.872 -3.011 -1.856
C 3.493 -1.600 0.009
O 2.268 -1.618 0.398
N 4.450 -1.132 0.822
C 5.832 -1.640 0.802
C 4.097 -0.384 2.022
H 4.602 -1.556 -3.017
H 5.752 -2.444 -2.016
H 5.351 -0.755 -1.643
H 3.432 -3.781 -2.384
H 2.274 -2.463 -2.586
H 2.219 -3.489 -1.131
H 5.859 -2.646 0.392
H 6.181 -1.685 1.832
H 6.510 -0.999 0.245
H 3.081 -0.021 1.941
H 4.778 0.459 2.137
H 4.178 -1.017 2.907



- Number 1 is which compound?
  C42H44AuN6P2SbSe2



- What is the total charge in the first record?
  +2